# 1
22
Properties=species:S:1:pos:R:3:forces:R:3:lowdin_charge:R:1 method="wB97M-V/def2-TZVPD" de_lowest_ev=3.8735 e_homo_ev=-8.94 multiplicity=1 homo_lumo_gap_ha=0.358 e_lumo_ev=0.8
C 1.52980 -0.32129 0.20256 0.66 1.13 -1.57 -0.321
C 1.65580 -1.81156 0.29069 -0.43 0.11 0.03 -0.069
H -1.53946 0.65121 -1.58441 0.75 -0.21 -0.10 0.121
H -3.19877 -0.48514 -0.09593 -0.07 0.03 -0.02 0.074
H 2.10037 1.61131 0.75636 0.01 0.05 -0.06 0.069
H -2.44679 2.08846 0.22614 -0.01 0.05 -0.04 0.079
C 0.84584 0.35076 -1.22258 3.89 -0.86 1.40 -0.353
H -1.90196 -0.99789 0.96945 0.03 -0.06 -0.01 0.076
O 1.15982 1.48163 -1.54494 -1.03 -0.59 0.28 -0.002
H 0.74799 -0.51012 -1.89857 -0.85 0.22 -0.21 0.134
H 0.67903 -2.28172 0.41702 -0.05 -0.12 -0.03 0.073
H 2.70344 0.25277 1.86490 0.09 -0.07 -0.02 0.066
C 2.16053 0.55359 0.97804 -0.47 -0.13 0.08 0.057
H -2.00409 -1.62184 -0.69468 0.07 -0.03 0.07 0.072
H -0.07456 0.03217 -0.08658 -3.19 1.08 -1.71 0.130
H -0.73699 2.44785 -0.09310 -0.04 0.08 0.02 0.073
H 2.27632 -2.10039 1.13978 -0.01 0.04 -0.05 0.081
C -1.43060 1.69358 0.28001 0.06 -0.14 -0.02 -0.102
H 2.09725 -2.21974 -0.62142 0.02 0.03 0.01 0.083
C -1.29006 0.42727 -0.54692 0.83 -0.69 1.90 -0.312
H -1.19578 1.49974 1.32900 -0.04 0.02 0.01 0.080
C -2.13714 -0.74067 -0.06483 -0.21 0.07 0.01 -0.111



# 2
109
Properties=species:S:1:pos:R:3:forces:R:3:mulliken_spin:R:1 method="wB97M-V/def2-TZVPD" e_homo_ev="-10.33 / -10.31" multiplicity=2 charge=+1 homo_lumo_gap_ha="0.238 / 0.150" e_lumo_ev="-3.9 / -6.2"
H 5.24144 0.07053 2.31034 0.11 0.08 0.22 0.000
C -1.87116 -3.18377 0.20094 -0.73 0.08 0.25 0.004
C -1.08376 -1.49007 -7.38896 1.15 -0.04 -1.01 0.017
H -5.61326 -2.41057 2.14714 0.02 0.04 0.13 0.000
O 2.75414 0.33543 -7.87656 -0.28 0.45 -0.08 0.259
H 1.63274 -4.59517 4.02504 -0.01 0.04 0.00 0.000
H 2.36154 1.58483 2.59284 -0.02 0.41 -0.10 0.000
C -3.01566 1.96153 2.74934 0.16 0.12 -0.07 -0.002
H -1.24076 -1.98217 3.78354 -0.06 -0.01 -0.17 0.001
H -6.52426 -0.26027 1.28314 -0.10 0.06 -0.04 0.000
H 2.36724 3.65283 3.40554 0.03 0.02 0.00 0.000
H -2.08446 3.26723 -1.80516 -0.04 0.15 -0.05 0.000
H -2.23886 -1.40647 -5.59836 -0.16 0.00 -0.01 0.005
H 1.69274 5.53323 0.14574 0.06 -0.05 -0.11 0.000
C -2.51296 3.44553 0.94744 -0.28 0.28 -0.09 0.000
N 0.34944 -1.12067 -0.99126 -0.06 -0.43 -1.44 -0.009
H -1.58036 3.64583 -4.08546 -0.01 0.09 -0.05 0.000
N 1.27724 -0.04657 3.63974 0.00 0.09 0.50 0.018
C -3.05576 3.44173 2.37464 -0.02 -0.08 -0.08 0.000
H -0.89316 1.49913 2.71804 -0.09 -0.07 0.03 0.008
H 2.37894 -1.26417 -1.39586 -0.08 -0.13 0.08 -0.002
C 1.11634 -1.36977 -7.12236 -1.55 0.16 0.37 0.278
C 1.23244 -6.84037 2.94914 0.10 0.05 0.21 0.000
H -0.05556 4.44283 -3.69446 0.01 0.02 -0.02 0.000
N -2.49846 -1.68167 1.71444 -1.07 0.35 0.73 0.012
C 0.82674 2.16173 -2.32886 0.25 -0.22 -0.05 -0.002
C 2.08864 4.37483 2.64064 0.06 -0.05 0.02 0.001
H -1.66916 -0.64667 -0.88616 0.12 -0.19 -0.02 0.006
C 1.26544 -1.33737 -3.19276 -1.26 0.05 -1.31 0.006
N 2.53424 -1.22867 1.25894 -0.56 0.17 -0.55 0.051
S 2.91254 -1.08887 -7.70826 1.73 -0.37 0.01 -0.004
H -3.89986 1.45573 2.36384 -0.10 -0.07 -0.03 0.000
H 1.25124 1.10523 5.38664 0.20 0.12 0.12 -0.001
O 2.98184 -1.90857 -8.88186 -0.18 -0.18 -0.27 0.212
C 1.80334 4.44903 0.27024 0.37 0.14 -0.21 -0.001
H 2.28784 5.37183 3.02784 -0.02 0.06 0.04 0.000
H -1.86386 0.40803 1.72004 0.04 0.38 0.27 0.012
H -2.96996 1.80533 3.82494 -0.02 -0.09 0.02 0.000
H -2.09236 -0.82287 -3.28826 -0.13 0.00 0.06 0.000
N 0.56834 3.92263 0.82524 -0.58 -1.23 -0.58 -0.001
H -0.07126 -3.92167 -0.30106 -0.09 -0.14 0.01 -0.003
B 2.60244 0.53933 3.08994 -0.16 0.34 -0.26 -0.005
O 0.72154 1.19703 0.63654 0.15 -0.98 0.23 -0.005
H 5.61004 -1.87327 0.41264 0.21 -0.08 0.00 0.000
C -0.86306 -0.92167 -1.56106 0.44 0.17 0.88 -0.001
Ru 0.47994 -1.25977 1.06404 0.98 -0.53 0.17 0.019
H -3.32546 3.26193 0.23504 -0.01 0.16 0.02 0.000
C -3.66066 -2.10597 1.40024 0.11 -0.49 -0.33 -0.002
C -1.75896 1.44963 2.04834 0.07 -0.68 0.23 -0.025
C -0.02136 -1.24787 -3.79686 0.53 0.27 3.87 0.019
H 3.08424 -2.74357 -0.09616 -0.09 0.02 -0.05 0.002
H 2.24794 -6.90797 3.34844 -0.03 -0.02 0.02 0.000
H 0.54164 -6.58367 3.75504 0.01 -0.07 -0.01 0.000
H 3.36264 0.61923 4.00184 0.25 0.05 0.25 0.000
H 0.95304 -7.81577 2.56164 -0.01 -0.01 0.05 0.000
N -1.05746 -3.89737 -0.57126 0.24 -0.12 -0.33 0.008
O 3.66094 -1.52287 -6.56206 0.06 0.04 -0.20 0.099
H 2.12924 -1.44217 -3.83086 0.12 -0.04 0.06 -0.002
H 3.13954 3.08773 1.25014 0.01 -0.02 0.01 0.000
C -0.10306 -1.31397 -5.20006 0.18 -0.30 -4.16 0.025
H -0.92636 4.58203 -1.51946 -0.07 -0.01 -0.06 0.000
N 1.10034 -1.30227 -5.85766 -1.03 0.08 1.52 0.062
H -0.60586 1.44933 -3.76756 -0.03 0.01 -0.03 0.000
C 0.08144 2.28683 -3.65196 0.09 0.13 0.12 0.000
C 0.60264 4.23563 2.24834 -0.23 0.09 0.46 -0.001
H 2.02624 3.99703 -0.69306 0.01 0.12 -0.07 0.001
H 1.07804 -6.23327 0.93404 0.02 0.22 0.07 0.000
H 0.09934 3.45783 2.82094 -0.05 0.03 0.07 0.001
C -1.25426 -1.39917 -6.03596 0.81 0.10 1.83 -0.006
H -1.43826 -4.57417 -1.20946 0.08 0.02 0.09 0.000
H -4.05736 3.86043 2.43094 -0.04 0.09 0.02 0.000
H -4.73316 -1.03417 2.84554 0.02 -0.09 -0.01 0.000
H -2.40676 4.01933 3.03134 0.07 0.04 0.03 0.000
H -1.90996 -1.57987 -8.07816 -0.12 0.01 0.02 0.002
C -4.94076 -1.58027 1.92414 -0.25 0.19 -0.15 0.000
C 4.69454 -1.52117 0.84034 -0.01 0.19 0.09 0.001
H -5.80816 -1.20097 -0.02926 -0.08 -0.02 -0.08 0.000
C -0.50166 -1.22817 3.97234 0.13 0.04 0.30 -0.001
C 3.40884 -1.94257 0.54164 0.25 0.11 0.24 -0.023
H 0.07464 5.18333 2.40814 -0.01 -0.12 0.08 0.000
H 1.46884 -3.01777 3.29604 0.02 -0.02 0.04 0.000
N 3.21584 -0.39927 2.04374 0.43 -0.06 -0.10 -0.013
C -0.69306 3.59123 -3.45956 0.00 -0.10 0.03 0.000
O 1.13314 -3.81917 0.99174 -0.21 0.95 -0.43 -0.023
N -1.48046 -2.25837 1.06054 0.60 0.03 -0.89 -0.017
N 1.13694 -5.87837 1.87484 -0.01 -0.38 -0.20 0.000
C -1.05286 3.59133 -1.96826 -0.40 0.24 0.10 0.000
C -0.37726 -0.38987 5.06784 0.14 0.08 -0.06 -0.001
C 1.24834 -4.54317 1.99674 -0.04 -0.10 0.28 -0.006
H 1.71704 2.80513 -2.34746 -0.01 -0.05 -0.04 0.000
N 0.49984 -0.99867 3.11044 -0.41 -0.39 0.04 -0.019
H 0.75424 2.31723 -4.50546 0.03 -0.05 -0.08 0.000
C 0.76954 0.34513 4.80664 -0.31 -0.21 0.11 0.001
C 1.39594 -1.26037 -1.84076 -0.39 0.08 1.11 0.011
H -1.00536 -0.32357 5.93104 -0.15 -0.03 0.18 0.000
H -2.02456 4.38583 0.69364 -0.04 0.03 -0.08 0.000
C 2.85124 4.13583 1.33394 0.00 0.02 -0.03 0.000
N -1.57176 2.33373 0.89014 0.72 0.09 -0.04 0.005
C 4.51914 -0.53257 1.79994 0.24 -0.35 -0.24 -0.006
S -3.60786 -3.37127 0.16424 0.49 0.29 0.32 -0.001
P -0.02436 2.43213 0.28434 -0.71 1.12 -0.19 0.009
N 0.14484 -1.46857 -7.96866 -0.78 -0.04 -0.39 0.030
H -4.93396 0.17103 0.64434 0.06 0.09 -0.01 0.000
C -1.09926 -1.00147 -2.90416 0.85 -0.17 -1.67 -0.001
N -0.16136 2.61293 -1.35906 0.36 -0.20 0.43 -0.002
N 1.46124 -4.02557 3.21694 -0.01 0.00 -0.02 0.001
H 3.74214 4.75113 1.24674 0.09 0.06 -0.03 0.000
H 1.15074 1.15073 -2.09086 0.02 0.11 -0.05 0.002
C -5.59356 -0.65847 0.88934 -0.04 -0.06 0.15 0.000



# 3
18
Properties=species:S:1:pos:R:3:forces:R:3:lowdin_charge:R:1 method="wB97M-V/def2-TZVPD" smiles="CCC(=O)NC.O" de_lowest_ev=0.4205 e_homo_ev=-9.31 multiplicity=1 homo_lumo_gap_ha=0.360 e_lumo_ev=0.5
H 0.40335 -1.21590 -2.96003 -0.17 -0.42 -0.04 0.068
N 0.32909 0.42174 0.76770 0.36 -0.53 -0.15 0.002
H -0.82047 1.89648 1.70941 -0.05 -0.24 -0.07 0.075
H 0.97805 -1.91021 -0.41724 0.14 -0.07 0.07 0.109
H 0.74523 1.63605 2.47502 0.11 -0.09 -0.06 0.085
H 2.19756 -1.14855 -1.44205 0.00 -0.10 -0.11 0.109
H -3.37662 -0.11633 1.61103 -0.05 -0.13 -0.23 0.043
H -0.20821 -0.38743 1.03238 -0.40 0.27 -0.01 0.108
C 1.40894 0.17408 -0.03393 -0.54 -0.10 -0.21 -0.520
O 2.37575 0.90374 -0.09667 0.13 0.25 -0.04 0.059
H 0.63692 2.43621 0.90265 0.14 0.07 0.06 0.085
C 0.13160 -0.76308 -2.01122 0.11 0.49 -0.54 -0.098
C 1.22426 -1.00837 -0.98154 0.27 0.05 0.59 -0.167
H 0.01993 0.29173 -2.26499 0.05 0.13 0.26 0.080
C 0.22163 1.64114 1.51563 -0.08 0.45 0.26 -0.084
H -0.84030 -1.11892 -1.68681 -0.10 -0.12 0.00 0.060
O -2.61453 -0.64377 1.35451 0.36 -0.05 0.21 -0.051
H -2.81218 -1.08860 0.52614 -0.29 0.15 0.02 0.036



# 4
38
Properties=species:S:1:pos:R:3:forces:R:3:mulliken_spin:R:1 method="wB97M-V/def2-TZVPD" e_homo_ev="-1.39 / -1.38" multiplicity=4 charge=-2 homo_lumo_gap_ha="0.175 / 0.174" e_lumo_ev="3.4 / 3.4"
N -1.12758 0.83391 -1.61301 -1.47 0.50 -0.56 -0.097
C -3.38419 0.03865 -1.64109 -0.25 0.01 -0.19 -0.008
H -4.05929 -0.78584 -1.46828 -0.07 -0.05 0.04 0.000
C -2.03556 -0.16420 -1.43529 0.87 0.44 0.03 0.035
C -1.48924 -1.48047 -0.95068 0.11 -0.17 -0.03 -0.009
H -2.30394 -2.13684 -0.60368 -0.01 0.14 -0.06 0.000
Cr 0.79984 0.76326 -0.90327 -3.50 -1.61 3.23 2.856
C 1.34593 -2.17348 2.93469 -0.16 -0.15 0.07 0.000
Se 0.12881 1.03509 -4.79221 -0.40 0.44 0.08 0.006
Se 3.98078 1.09124 -4.22454 -0.05 0.17 0.61 -0.016
Sb 1.84254 0.73816 -3.07946 2.11 -0.27 -4.90 0.002
C 0.23216 -2.28211 0.66234 0.16 -0.13 -0.35 0.007
H 3.63506 0.02887 4.15579 0.02 -0.02 0.08 0.001
H -4.91052 1.45344 -2.18912 -0.09 -0.02 -0.02 0.000
C 2.20320 -1.55019 3.82161 0.12 -0.20 0.57 0.004
C 1.22513 -1.71527 1.64155 0.35 0.34 -0.25 -0.002
H 0.74312 -3.01406 3.24594 -0.06 -0.06 0.12 0.000
H 0.75089 -2.79140 -0.16487 -0.13 0.24 0.16 -0.005
Se 1.56086 2.75534 -1.21488 0.75 1.62 -0.72 -0.111
Se 1.61705 -1.68830 -2.59148 -0.06 -0.02 0.24 0.278
N -0.52627 3.86333 3.22487 -0.05 0.99 0.68 0.010
Se -0.43205 1.45593 1.56081 -0.42 -1.00 -0.18 0.034
C -2.92543 2.27857 -2.29446 -0.45 -0.36 0.01 -0.008
H -0.95973 -1.99220 -1.77328 -0.04 0.28 0.21 -0.002
H -0.43036 -3.00825 1.15936 0.13 0.01 0.02 -0.001
N -0.53468 -1.16829 0.10683 -0.65 0.26 0.29 0.001
I 3.96567 1.62111 1.41008 0.02 -0.32 0.48 -0.005
H -3.20735 3.25721 -2.64756 -0.08 0.06 -0.03 0.000
H -0.86648 2.80196 -2.31533 -0.18 -0.61 0.21 0.000
C 2.88914 -0.01880 2.15952 0.02 0.19 -0.56 0.008
H -1.07513 -0.76346 0.88637 0.35 -0.05 -0.37 0.002
I 2.32280 -2.28562 5.80678 0.00 0.12 -0.30 0.000
O 1.94318 -0.13735 0.03235 1.98 -0.90 0.67 0.015
C -0.47190 2.93491 2.54837 0.09 0.21 -0.10 0.008
C -1.59065 2.01303 -2.09391 0.53 -0.07 0.04 0.009
C 2.01878 -0.61826 1.23935 -0.06 -0.09 0.58 -0.024
C 2.97885 -0.46545 3.45627 0.12 -0.04 0.19 0.001
C -3.85341 1.27582 -2.05652 0.46 0.12 0.01 0.010